1.
ORCA calculation (ωB97M-V/def2-TZVPD) on a 3-piece molecular cluster, C5H12NOS overall in a non-equilibrium geometry.

XYZ file:
```
20
Properties=species:S:1:pos:R:3:forces:R:3
C 0.01088 1.60950 0.54992 0.275 -1.618 -1.223
N -0.91688 0.48830 0.52621 0.619 2.239 0.761
C -0.84860 -0.55196 -0.45494 0.623 1.000 1.137
C -0.73198 -1.90731 0.18877 -0.355 -0.574 -1.824
S -1.98770 3.76027 1.45890 0.844 -0.724 -0.358
C 0.51297 -1.12657 -0.66784 1.691 -1.758 1.054
O 1.62151 -1.08149 0.02786 -0.457 1.453 0.361
C 0.57984 1.89884 -0.83569 0.731 -0.845 -0.264
H -0.53643 2.53809 0.87576 -1.399 1.265 0.687
H 0.78439 1.52464 1.34155 -0.375 0.081 -0.351
H -1.76968 0.84098 0.93183 -0.421 -1.034 -0.059
H -1.31898 -0.39867 -1.42510 -0.515 -0.214 0.176
H -0.53390 -1.91074 1.25020 0.377 0.262 -0.164
H -1.24942 -2.79799 -0.15859 -0.213 0.260 -0.252
H 0.78267 -1.31089 -1.72174 -1.152 -0.574 -0.234
H 1.97142 -3.44313 0.93710 -0.041 0.072 -0.046
H 1.36534 -3.83877 0.76783 0.020 -0.128 0.047
H -0.08625 1.51983 -1.62692 -0.133 0.735 0.331
H 1.45337 1.25608 -0.96902 0.176 0.142 0.162
H 0.89744 2.93098 -0.99609 -0.295 -0.040 0.058
```
Forces are in eV/Å.

- net charge = -1
- HOMO energy (eV) = -2.631
- frontier orbital gap (eV) = 3.23
- LUMO energy (Ha) = 0.022

Here are the Mulliken charges for atoms 1 to 6, given in e: atom 1 (C): 0.5067, atom 2 (N): -0.2270, atom 3 (C): -0.0273, atom 4 (C): -1.0263, atom 5 (S): -0.3973, atom 6 (C): 0.0486

2.
ORCA calculation (ωB97M-V/def2-TZVPD) on one molecule with the formula C5H12NP in a non-equilibrium geometry.

XYZ file:
```
19
Properties=species:S:1:pos:R:3:forces:R:3
C -2.17839 -1.61073 0.07109 0.160 0.804 -1.498
C -1.22294 -0.39570 -0.11130 -3.774 -0.544 1.316
P -2.14331 1.20976 -0.15072 0.574 1.449 0.706
N -0.02219 -0.55186 -0.09452 3.463 -1.671 0.356
C 0.99549 0.46456 -0.18518 -0.779 -1.632 -1.200
C 1.80738 0.53228 1.08119 -0.131 -0.554 -2.027
C 1.82042 0.18624 -1.44505 -2.641 0.583 -1.226
H -3.19350 -1.13542 0.17920 0.863 -1.351 0.356
H -2.12966 -2.09842 -0.93792 -0.342 0.040 0.862
H -1.82756 -2.34019 0.83229 -0.460 0.712 -0.362
H -2.90377 1.04139 1.07042 0.434 -0.162 -0.546
H -3.13219 0.69442 -0.93501 -0.960 -0.285 -0.686
H 0.47854 1.33213 -0.46692 -0.529 2.022 0.294
H 1.74399 -0.42455 1.58362 0.490 0.049 0.227
H 2.73036 0.81998 0.63402 1.543 -0.264 0.698
H 1.50340 1.35527 1.62532 -0.809 1.366 1.754
H 2.17347 1.15007 -1.76086 0.318 0.536 -0.431
H 1.08688 -0.18845 -2.25164 1.408 0.405 1.073
H 2.66451 -0.41551 -1.34874 1.172 -1.501 0.335
```
Forces are in eV/Å.

- net charge = 0
- HOMO energy (eV) = -8.490
- frontier orbital gap (eV) = 9.46
- LUMO energy (Ha) = 0.036
- SMILES string = C/C(P)=N/C(C)C

Here are the Mulliken charges for atoms 1 to 6, given in e: atom 1 (C): -1.0035, atom 2 (C): 0.4707, atom 3 (P): -0.1348, atom 4 (N): -0.5584, atom 5 (C): 0.6393, atom 6 (C): -1.4171

3.
ORCA calculation (ωB97M-V/def2-TZVPD) on an isolated ion of composition C5H12NS and charge -1 in a non-equilibrium geometry.

XYZ file:
```
19
Properties=species:S:1:pos:R:3:forces:R:3
C 1.03117 -0.67266 2.15320 -0.762 -0.403 -1.181
C -0.34413 -1.05321 1.53685 0.457 2.015 -0.578
N -1.03655 0.08194 0.91516 -0.847 -0.272 0.477
C -0.39210 0.88007 -0.06762 1.444 0.526 -1.413
C -0.77876 0.65087 -1.56503 -0.296 -0.359 0.791
C 0.40298 0.29777 -2.55197 -0.665 -0.336 0.461
S 2.08557 0.16892 -1.87006 0.092 -0.023 -0.110
H 1.64808 -0.15116 1.41892 -0.286 0.330 0.001
H 0.81054 -0.03712 3.00644 0.649 -0.235 0.433
H 1.59438 -1.60176 2.25879 -0.016 0.036 1.040
H -1.04356 -1.31710 2.32459 0.147 -1.007 -0.007
H -0.14854 -1.77509 0.74331 -0.338 -0.560 0.301
H -1.80534 0.47741 1.43506 0.319 -0.057 -0.074
H -0.30354 1.94759 0.18024 -0.385 -0.115 0.129
H 0.65741 0.56041 -0.12234 0.031 0.150 0.278
H -1.43263 -0.21792 -1.46929 -0.095 -0.188 -0.320
H -1.41485 1.43065 -1.99881 0.155 0.202 0.164
H 0.36994 1.00838 -3.37280 0.113 0.134 -0.150
H 0.09995 -0.67798 -2.95466 0.282 0.162 -0.241
```
Forces are in eV/Å.

- net charge = -1
- HOMO energy (eV) = -2.324
- frontier orbital gap (eV) = 6.23
- LUMO energy (Ha) = 0.144
- SMILES string = CCNCCC[S-]

Here are the Mulliken charges for atoms 1 to 6, given in e: atom 1 (C): -1.0735, atom 2 (C): -0.4948, atom 3 (N): -0.2378, atom 4 (C): -0.0380, atom 5 (C): -0.7175, atom 6 (C): -0.5702

4.
ORCA calculation (ωB97M-V/def2-TZVPD) on an isolated ion of composition C5H12NS and charge +1 in a non-equilibrium geometry.

XYZ file:
```
19
Properties=species:S:1:pos:R:3:forces:R:3
C 1.30628 -0.30767 -2.06071 0.333 -0.394 -0.620
C 0.15782 -0.59282 -1.53179 -2.896 1.342 4.272
C -0.50838 0.24737 -0.10954 2.338 0.286 -4.133
N -0.22223 1.82213 -0.50850 -0.050 -2.279 -1.214
S -2.26788 0.19192 0.03915 -1.249 -0.629 -0.025
C 0.33521 -0.11928 1.08003 1.111 1.115 -0.114
C -0.22716 -1.25321 1.87245 -3.192 -1.979 -1.721
H 1.72079 -0.91242 -2.84333 0.013 -0.312 -0.331
H 1.95472 0.48225 -1.75707 0.204 0.711 0.328
H -0.54442 -1.39492 -1.53542 0.197 -0.854 -1.314
H -1.21008 2.05406 -0.61362 0.234 1.146 -0.480
H 0.23799 2.27893 0.22284 0.426 1.108 1.831
H 0.40131 1.98480 -1.33399 -1.165 -0.503 0.386
H -2.67637 -0.72381 -0.90762 0.726 0.636 0.332
H 1.27277 -0.46549 0.49505 -0.768 0.924 2.049
H 0.44967 0.80050 1.79706 0.274 -1.596 -1.344
H -1.28055 -1.15023 2.24999 1.286 0.998 0.520
H 0.47382 -1.57013 2.58143 0.672 -0.618 1.226
H -0.57600 -2.14183 1.22835 1.507 0.897 0.353
```
Forces are in eV/Å.

- net charge = +1
- HOMO energy (eV) = -14.214
- frontier orbital gap (eV) = 10.97
- LUMO energy (Ha) = -0.119
- SMILES string = C=C[C@@]([NH3+])(S)CC

Here are the Mulliken charges for atoms 1 to 6, given in e: atom 1 (C): -0.7393, atom 2 (C): -0.1354, atom 3 (C): -0.0111, atom 4 (N): -0.3336, atom 5 (S): -0.1836, atom 6 (C): 0.0147

5.
ORCA calculation (ωB97M-V/def2-TZVPD) on an isolated ion of composition C5H12NS2 and charge +1 in a non-equilibrium geometry.

XYZ file:
```
20
Properties=species:S:1:pos:R:3:forces:R:3
C 0.27492 -0.28244 -0.02347 -0.791 1.995 0.599
C -1.19312 -0.26337 0.00907 -2.359 -2.876 1.390
C 1.19305 -1.39991 0.21695 -1.284 -0.695 -0.699
C -2.12494 -1.50922 0.31320 3.679 0.616 2.596
C 1.73663 1.76131 -0.63118 0.577 0.784 -0.868
N 0.89826 1.08523 0.38069 0.604 0.682 1.826
S -0.52389 -0.16777 -1.60381 0.038 1.057 -2.603
S -2.01848 1.37095 0.56686 -0.489 1.581 0.085
H 1.69061 -1.29980 1.11626 0.785 -0.238 2.327
H 1.94209 -1.39414 -0.50602 1.424 0.118 -1.490
H 0.69632 -2.36232 0.07399 -0.065 0.166 0.460
H -3.01234 -1.26701 0.86265 -0.300 0.406 0.398
H -1.48559 -2.23902 0.93556 -1.287 0.796 -0.916
H -2.38089 -1.93179 -0.58602 -0.613 -1.194 -2.068
H 1.12815 2.47407 -1.17575 -0.395 0.082 0.093
H 2.53943 2.34699 -0.19110 0.066 -0.312 0.302
H 2.10703 1.12525 -1.41568 0.322 -0.752 0.144
H 0.22490 1.91716 0.59425 0.290 -2.451 0.073
H 1.43343 0.87159 1.29270 -0.759 0.627 -1.699
H -3.12558 1.16425 -0.22914 0.558 -0.394 0.050
```
Forces are in eV/Å.

- net charge = +1
- HOMO energy (alpha / beta) (eV) = -8.540 / -13.224
- 2S+1 = 3
- frontier orbital gap (alpha / beta) (eV) = 5.33 / 5.95
- LUMO energy (alpha / beta) (Ha) = -0.118 / -0.267
- expectation value of S² = 2.012

Here are the Mulliken charges for atoms 1 to 6, given in e: atom 1 (C): 0.4995, atom 2 (C): 0.1394, atom 3 (C): -1.4569, atom 4 (C): -1.2850, atom 5 (C): -0.9216, atom 6 (N): -0.1876

6.
ORCA calculation (ωB97M-V/def2-TZVPD) on a 2-piece molecular cluster, C5H12NSe overall in a non-equilibrium geometry.

XYZ file:
```
19
Properties=species:S:1:pos:R:3:forces:R:3
C -0.59447 2.38370 0.22848 2.338 -3.019 -0.025
C 0.59343 2.36137 1.24313 1.224 2.935 -3.173
C -0.57578 0.90076 -0.31551 -4.611 0.668 -0.504
C 1.28165 1.11441 0.91699 0.923 0.692 0.270
C -2.01533 -3.78756 -0.82381 -1.082 -2.323 0.504
N 0.61256 0.35306 0.18591 1.114 -1.009 -1.584
Se -0.41160 -2.86507 -1.02768 1.395 0.688 -0.540
H -1.49821 2.74418 0.55274 -2.213 0.322 1.168
H -0.32888 2.99506 -0.57042 0.622 1.154 -1.347
H 1.20543 3.29826 0.88918 -0.493 -1.829 1.277
H 0.44644 2.43511 2.27538 -0.574 0.191 1.624
H -1.31398 0.31090 0.20467 -0.905 -0.075 0.256
H -0.96649 0.77744 -1.39460 1.865 0.096 1.338
H 2.25565 0.73361 1.07815 0.990 0.163 1.329
H -1.94019 -4.35113 0.15881 -0.959 0.971 -1.212
H -2.86931 -3.18773 -1.07021 -0.476 0.715 1.010
H -2.14208 -4.51496 -1.63468 0.619 -0.158 0.244
H 0.26752 -4.14469 -1.18754 0.553 0.200 -0.008
H 0.95871 -0.58428 0.02924 -0.330 -0.382 -0.626
```
Forces are in eV/Å.

- net charge = +1
- HOMO energy (eV) = -11.947
- frontier orbital gap (eV) = 7.68
- LUMO energy (Ha) = -0.157

Here are the Mulliken charges for atoms 1 to 6, given in e: atom 1 (C): -0.7707, atom 2 (C): -0.4272, atom 3 (C): -0.5808, atom 4 (C): -0.1631, atom 5 (C): -0.9239, atom 6 (N): 0.1926

7.
ORCA calculation (ωB97M-V/def2-TZVPD) on a 2-piece molecular cluster, C5H12O overall.

XYZ file:
```
18
Properties=species:S:1:pos:R:3:forces:R:3
C -1.88806 1.10214 -0.07649 -0.115 0.160 -0.088
C -1.18091 0.48006 0.84892 0.161 -0.176 0.251
C -0.68536 -0.93153 0.80436 -0.056 -0.097 -0.189
C -1.09666 -1.71871 -0.43257 0.091 0.077 0.253
H -2.19521 2.12793 0.04381 -0.021 0.177 0.082
H -2.19536 0.62513 -0.99109 -0.037 -0.187 -0.190
H -0.89944 1.01286 1.74994 -0.024 0.167 0.059
H -1.04577 -1.44616 1.70103 0.080 0.010 0.031
H 0.40643 -0.90510 0.87251 -0.028 -0.046 0.101
H -0.70420 -2.73143 -0.37498 0.006 -0.080 -0.057
H -0.70245 -1.25190 -1.33203 0.002 0.015 -0.151
H -2.18021 -1.77469 -0.51302 -0.101 -0.025 -0.084
C 2.17198 1.13851 -0.54929 -0.045 0.251 -0.224
O 2.53459 0.07654 0.30182 0.287 -0.388 0.294
H 2.65618 2.07484 -0.25284 -0.067 0.011 -0.044
H 2.42418 0.92135 -1.59266 -0.058 0.059 0.008
H 1.09288 1.25365 -0.46050 0.043 0.063 -0.070
H 3.48739 -0.05349 0.25310 -0.118 0.008 0.016
```
Forces are in eV/Å.

- net charge = 0
- HOMO energy (eV) = -9.493
- frontier orbital gap (eV) = 10.40
- LUMO energy (Ha) = 0.033
- SMILES string = C=CCC.CO

Here are the Mulliken charges for atoms 1 to 6, given in e: atom 1 (C): -0.6968, atom 2 (C): -0.3070, atom 3 (C): 0.0696, atom 4 (C): -1.4103, atom 5 (H): 0.2618, atom 6 (H): 0.2412

8.
ORCA calculation (ωB97M-V/def2-TZVPD) on a 2-piece molecular cluster, C5H12O overall.

XYZ file:
```
18
Properties=species:S:1:pos:R:3:forces:R:3
C 1.05603 -0.57708 -1.51102 -0.021 -0.110 -0.101
C 1.51512 0.71670 1.47242 0.623 0.246 0.034
O 0.21839 0.55508 1.40383 -0.168 -0.594 0.668
C -0.62823 1.11192 0.60286 -0.479 0.602 -0.583
C 0.07461 -1.54682 -0.86339 0.031 -0.105 0.008
C -2.06513 0.74771 0.72285 -0.040 -0.014 0.048
H 0.64303 -0.13659 -2.42449 0.089 -0.040 0.112
H 1.98557 -1.09171 -1.77191 -0.060 0.118 0.007
H 1.30979 0.21882 -0.80763 0.053 -0.039 -0.267
H 2.02024 0.11375 2.20939 -0.109 0.102 -0.058
H 1.97913 1.50717 0.89393 -0.034 -0.094 0.094
H -0.23932 1.81671 -0.12792 -0.092 -0.018 0.125
H -0.91730 -1.09969 -0.77325 0.085 -0.165 -0.062
H 0.41303 -1.79794 0.14758 -0.078 -0.083 -0.153
H -0.01171 -2.47176 -1.44225 -0.031 0.100 0.105
H -2.68262 1.58961 1.06436 0.083 -0.096 -0.025
H -2.18321 -0.06978 1.44066 0.043 0.113 -0.087
H -2.48743 0.41392 -0.23602 0.104 0.078 0.135
```
Forces are in eV/Å.

- net charge = 0
- HOMO energy (alpha / beta) (eV) = -7.223 / -6.988
- frontier orbital gap (alpha / beta) (eV) = 8.29 / 7.95
- LUMO energy (alpha / beta) (Ha) = 0.039 / 0.036

Here are the Mulliken charges for atoms 1 to 6, given in e: atom 1 (C): -0.5263, atom 2 (C): -0.6244, atom 3 (O): -0.3093, atom 4 (C): -0.0180, atom 5 (C): -0.6420, atom 6 (C): -1.0865

9.
ORCA calculation (ωB97M-V/def2-TZVPD) on one molecule with the formula C5H12O in a non-equilibrium geometry.

XYZ file:
```
18
Properties=species:S:1:pos:R:3:forces:R:3
C 0.76818 2.40637 -0.03660 -0.218 -0.726 -0.841
C 0.93893 0.91905 -0.33752 -0.718 -1.233 -0.144
C -0.39931 0.19363 -0.67729 -0.432 -0.308 0.146
C -0.89892 -0.64531 0.51061 0.084 0.443 0.207
C -0.20552 -1.97846 0.68694 -0.343 -0.312 0.713
O -0.65252 -2.95828 -0.24522 0.163 0.165 0.300
H 1.72156 2.92917 -0.06432 -0.081 0.144 0.307
H 0.25372 2.48122 0.92226 0.206 0.344 0.030
H 0.10814 2.81596 -0.80496 0.130 0.304 0.094
H 1.32134 0.42126 0.55904 0.176 0.050 -0.052
H 1.60648 0.59454 -1.14053 0.351 0.928 0.046
H -0.28913 -0.42974 -1.58132 0.172 -0.005 0.295
H -1.22893 0.84925 -0.95969 0.350 0.460 0.094
H -1.97745 -0.82144 0.48271 0.015 -0.060 -0.184
H -0.73169 -0.04391 1.41823 -0.019 -0.142 -0.115
H -0.48002 -2.36105 1.67928 0.199 -0.068 -0.213
H 0.88476 -1.88205 0.66017 0.032 0.050 -0.085
H -0.73963 -2.49021 -1.07179 -0.070 -0.034 -0.597
```
Forces are in eV/Å.

- net charge = 0
- HOMO energy (eV) = -10.260
- frontier orbital gap (eV) = 11.32
- LUMO energy (Ha) = 0.039
- SMILES string = CCCCCO

Here are the Mulliken charges for atoms 1 to 6, given in e: atom 1 (C): -1.1947, atom 2 (C): -0.4867, atom 3 (C): -0.4050, atom 4 (C): -0.9058, atom 5 (C): -0.3405, atom 6 (O): -0.4963

10.
ORCA calculation (ωB97M-V/def2-TZVPD) on C5H12O as an isolated structure in a non-equilibrium geometry.

XYZ file:
```
18
Properties=species:S:1:pos:R:3:forces:R:3
C 1.32226 0.52604 -0.66197 -0.280 -0.142 -0.076
C 0.13095 0.09839 0.21520 -0.068 -0.576 0.209
C -0.10122 1.12813 1.32534 -0.186 -0.177 -0.111
C 0.27378 -1.30677 0.69748 0.110 -0.331 0.193
C -1.50119 -0.08120 -0.87851 1.806 -0.332 1.704
O -1.36622 -1.10150 -1.78958 0.402 0.160 -0.292
H 1.24731 1.56075 -1.03004 -0.139 -0.238 0.102
H 1.43035 -0.13794 -1.52711 -0.016 0.043 0.070
H 2.26344 0.46464 -0.09123 -0.327 -0.041 -0.050
H -0.22455 2.15414 0.94670 -0.017 -0.289 -0.055
H -0.98578 0.87996 1.92076 0.064 0.011 -0.057
H 0.75855 1.15226 2.01500 -0.164 -0.089 -0.230
H 1.24294 -1.46799 1.17964 0.043 -0.138 0.071
H -0.52223 -1.53972 1.41179 0.135 -0.076 -0.032
H 0.18290 -1.98799 -0.15667 0.101 -0.030 0.198
H -2.21942 -0.35490 -0.11612 0.078 0.526 0.022
H -0.85358 0.76848 -0.81866 -1.449 1.704 -1.827
H -1.07830 -0.75479 -2.64199 -0.093 0.016 0.161
```
Forces are in eV/Å.

- net charge = 0
- HOMO energy (eV) = -7.705
- frontier orbital gap (eV) = 8.51
- LUMO energy (Ha) = 0.029

Here are the Mulliken charges for atoms 1 to 6, given in e: atom 1 (C): -1.5380, atom 2 (C): 1.2325, atom 3 (C): -1.5166, atom 4 (C): -1.5465, atom 5 (C): -0.7533, atom 6 (O): -0.4469